(A)
The following is a DFT calculation (ωB97M-V/def2-TZVPD) of a gas-phase ion, C2H4N3O (charge +1).

The geometry in ORCA input format:
```
! RIJCOSX wB97M-V def2-TZVPD def2/J DEFGRID3
* xyz 1 1
C 0.379 1.152 -1.445
C 0.060 -1.036 1.413
N 0.798 0.476 -0.356
N -0.838 0.969 -1.878
N 0.083 -0.214 0.339
O -1.772 0.346 -1.422
H 1.167 1.882 -1.684
H -0.634 -0.461 2.140
H -0.358 -1.990 1.022
H 1.115 -1.124 1.872
*
```

Properties
Gap between HOMO and LUMO (alpha / beta)   8.511 / 8.808 eV
Structure (SMILES)   C/N=N/C=[N+]=O
HOMO level (alpha / beta)   -15.9054 / -15.6404 eV

Here are the Mulliken charges for atoms 1 to 6, given in e: C 0.08; C -0.57; N -0.05; N 0.26; N 0.22; O -0.24


(B)
The following is a DFT calculation (ωB97M-V/def2-TZVPD) of a gas-phase ion, C2H4N3O (charge +1).

The geometry in ORCA input format:
```
! RIJCOSX wB97M-V def2-TZVPD def2/J DEFGRID3
* xyz 1 1
C -1.761 0.541 -0.493
C 0.370 0.002 0.463
N -2.686 1.477 -0.479
N -2.963 2.369 0.135
N -0.795 0.858 0.424
O -0.824 1.947 0.983
H -1.648 -0.494 -0.813
H -0.124 -0.916 0.544
H 0.867 0.093 -0.433
H 0.995 0.156 1.312
*
```

Properties
Gap between HOMO and LUMO (alpha / beta)   9.324 / 9.325 eV
Structure (SMILES)   C/[N+]([O-])=C/[N+]#N
HOMO level (alpha / beta)   -16.0249 / -16.0249 eV

Here are the Mulliken charges for atoms 1 to 6, given in e: C 0.10; C -0.80; N 0.41; N -0.13; N 0.51; O -0.48


What is the stability order? It is (B), (A), from most stable to least stable.


(A)
The following is a DFT calculation (ωB97M-V/def2-TZVPD) of C2H3IOS in the gas phase.

The geometry in ORCA input format:
```
! RIJCOSX wB97M-V def2-TZVPD def2/J DEFGRID3
* xyz 0 1
C -0.928 0.548 -0.794
C 0.726 -0.644 0.522
O -0.285 -0.622 -0.533
S -2.144 0.555 -1.882
I -0.358 2.150 0.462
H 1.006 -1.640 0.330
H 0.441 -0.314 1.585
H 1.544 -0.034 0.311
*
```

Properties
Gap between HOMO and LUMO   8.856 eV
Structure (SMILES)   COC(=S)I
HOMO level   -8.9562 eV

Here are the Mulliken charges for atoms 1 to 6, given in e: C 0.23; C -0.96; O -0.25; S -0.23; I 0.09; H 0.29


(B)
The following is a DFT calculation (ωB97M-V/def2-TZVPD) of C2H3IOS in the gas phase.

The geometry in ORCA input format:
```
! RIJCOSX wB97M-V def2-TZVPD def2/J DEFGRID3
* xyz 0 1
C 1.107 0.659 -0.072
C -1.086 -0.347 -0.013
O -0.128 0.739 0.175
S 1.994 2.030 -0.009
I 2.143 -1.376 -0.024
H -2.028 0.146 -0.059
H -1.257 -1.036 0.930
H -0.746 -0.814 -0.928
*
```

Properties
Gap between HOMO and LUMO   8.205 eV
Structure (SMILES)   COC(=S)I
HOMO level   -8.7733 eV

Here are the Mulliken charges for atoms 1 to 6, given in e: C 0.20; C -0.73; O -0.24; S -0.24; I 0.04; H 0.26


What is the stability order? It is (A), (B), from most stable to least stable.


(A)
The following is a DFT calculation (ωB97M-V/def2-TZVPD) of a gas-phase ion, C5H12NS (charge +1).

The geometry in ORCA input format:
```
! RIJCOSX wB97M-V def2-TZVPD def2/J DEFGRID3
* xyz 1 1
C -2.137 -0.040 -0.830
C -2.189 1.245 -1.116
C -1.575 -0.429 0.451
C 1.147 0.689 -0.403
C 2.387 -0.622 1.358
N 1.236 -0.455 0.461
S -0.059 -1.461 0.281
H -2.647 -0.853 -1.364
H 0.076 -1.596 -1.197
H -2.768 1.414 -2.058
H -1.639 1.852 -0.499
H -1.124 0.456 1.073
H -2.243 -1.080 1.008
H 0.263 0.708 -1.219
H 1.094 1.557 0.263
H 2.017 0.946 -0.951
H 2.750 0.203 1.927
H 2.208 -1.456 2.179
H 3.203 -1.079 0.634
*
```

Properties
Gap between HOMO and LUMO   9.781 eV
HOMO level   -13.7068 eV

Here are the Mulliken charges for atoms 1 to 6, given in e: C -0.18; C -0.87; C -0.37; C -1.00; C -0.80; N 0.14


(B)
The following is a DFT calculation (ωB97M-V/def2-TZVPD) of a gas-phase ion, C5H12NS (charge +1).

The geometry in ORCA input format:
```
! RIJCOSX wB97M-V def2-TZVPD def2/J DEFGRID3
* xyz 1 1
C -0.235 1.704 0.481
C -0.379 -0.097 0.093
C 1.616 -0.383 -1.288
C 1.698 -0.843 1.111
C -3.062 0.410 -0.205
N 0.854 -0.835 -0.103
S -1.776 -0.795 -0.588
H -1.163 2.144 0.758
H 0.696 1.954 0.940
H 1.901 0.659 -1.158
H 2.509 -0.993 -1.409
H 0.999 -0.471 -2.180
H 1.118 -1.188 1.964
H 2.551 -1.504 0.966
H 2.058 0.163 1.314
H -3.032 0.637 0.856
H -4.007 -0.058 -0.466
H -2.904 1.301 -0.806
H 0.560 -1.805 -0.280
*
```

Properties
Gap between HOMO and LUMO (alpha / beta)   8.771 / 7.834 eV
Structure (SMILES)   C=C(SC)[NH+](C)C
HOMO level (alpha / beta)   -12.9393 / -11.9156 eV

Here are the Mulliken charges for atoms 1 to 6, given in e: C -0.87; C 0.11; C -0.77; C -0.82; C -0.90; N -0.04


What is the stability order? It is (A), (B), from most stable to least stable.


(A)
The following is a DFT calculation (ωB97M-V/def2-TZVPD) of 2 unconnected molecules or ions with the total composition C5H12NS.

The geometry in ORCA input format:
```
! RIJCOSX wB97M-V def2-TZVPD def2/J DEFGRID3
* xyz 1 1
C -1.701 1.552 -2.578
C -0.607 1.201 -2.865
C 0.633 0.576 -3.021
C 0.828 -1.218 3.007
C 0.210 0.319 0.504
N -1.245 0.342 0.078
S 0.773 -1.203 1.109
H 2.074 -0.988 1.043
H -2.687 2.019 -2.624
H 1.311 1.282 -2.477
H 0.920 0.610 -4.173
H 0.633 -0.454 -2.612
H -0.254 -1.362 3.415
H 1.337 -0.337 3.373
H 1.408 -2.053 3.394
H 0.500 1.213 1.107
H -1.150 0.170 -0.893
H -1.796 1.164 0.058
H -1.921 -0.280 0.624
*
```

Properties
Gap between HOMO and LUMO   9.113 eV
HOMO level   -12.4419 eV

Here are the Mulliken charges for atoms 1 to 6, given in e: C -0.05; C -0.22; C -0.93; C -0.89; C -0.44; N -0.28


(B)
The following is a DFT calculation (ωB97M-V/def2-TZVPD) of a gas-phase ion, C5H12NS (charge +1).

The geometry in ORCA input format:
```
! RIJCOSX wB97M-V def2-TZVPD def2/J DEFGRID3
* xyz 1 1
C 2.150 0.953 -0.228
C -0.220 -0.703 1.415
C 0.127 -1.040 -1.059
C 0.383 1.256 -0.040
C -0.321 -0.083 0.036
N -1.822 0.167 -0.221
S 2.998 0.011 0.724
H 2.543 1.559 -1.026
H 0.829 -0.863 1.653
H -0.631 -0.044 2.178
H -0.723 -1.666 1.456
H 0.185 -0.545 -2.023
H 1.116 -1.425 -0.830
H -0.537 -1.897 -1.137
H 0.303 1.850 0.862
H 0.127 1.829 -0.925
H -2.215 0.774 0.511
H -2.327 -0.731 -0.210
H -1.966 0.600 -1.139
*
```

Properties
Gap between HOMO and LUMO   8.490 eV
Structure (SMILES)   CC(C)([NH3+])CC=S
HOMO level   -12.3378 eV

Here are the Mulliken charges for atoms 1 to 6, given in e: C -0.16; C -1.47; C -1.69; C -1.10; C 0.96; N -0.24


(C)
The following is a DFT calculation (ωB97M-V/def2-TZVPD) of a gas-phase ion, C5H12NS (charge +1).

The geometry in ORCA input format:
```
! RIJCOSX wB97M-V def2-TZVPD def2/J DEFGRID3
* xyz 1 1
C 0.030 -0.178 -0.294
C -1.456 -0.349 -0.077
C 2.395 -1.039 -0.381
C -0.987 2.077 -0.271
C 1.101 -0.873 0.486
N -0.802 0.857 0.441
S -1.974 -1.376 1.286
H 0.224 0.190 -1.341
H -2.014 -0.080 -0.980
H 2.083 -1.552 -1.312
H 3.028 -1.440 0.314
H 2.593 -0.040 -0.787
H -1.018 1.722 -1.366
H -1.922 2.615 0.054
H -0.180 2.789 -0.063
H 1.198 -0.152 1.402
H 0.906 -1.814 0.839
H -0.601 0.949 1.472
H -2.602 -2.306 0.576
*
```

Properties
Gap between HOMO and LUMO   10.810 eV
Structure (SMILES)   CC[C@H]1[C@@H](S)[N@@H+]1C
HOMO level   -13.8392 eV

Here are the Mulliken charges for atoms 1 to 6, given in e: C -0.16; C 0.03; C -1.28; C -0.74; C -0.44; N -0.23


What is the stability order? It is (B), (C), (A), from most stable to least stable.